Molecular formula: CHClF2O2S
Method: DFT, ωB97M-V with the def2-TZVPD basis set

```
8
Properties=species:S:1:pos:R:3:forces:R:3:lowdin_charge:R:1
C -1.01603 0.19396 -0.26713 2.468 0.159 0.534 -0.44
O 1.39766 0.46318 -1.44481 1.793 -0.963 -4.635 -0.40
O 1.36393 -0.75277 0.62702 0.405 -1.519 0.907 -0.88
F -1.33422 0.34166 -1.53277 -0.669 0.933 -0.972 0.06
F -1.66717 1.08107 0.54655 0.139 -1.259 -0.710 0.02
S 0.95490 0.66535 -0.15143 -3.380 1.270 5.250 0.90
Cl 1.36465 -1.09800 2.34174 -0.214 0.979 -1.618 0.60
H -1.06373 -0.89444 -0.11916 -0.542 0.401 1.244 0.14
```
Forces are in eV/Å.

Summary:
Highest occupied orbital energy: -9.879 eV
Strongest force on any atom: 0.124 Eh/bohr
Calculated total energy: -33936.966 eV
Energy relative to the best compared isomer or geometry (same formula, charge and spin): 73.6 kcal/mol

---

Molecular formula: CHClFN
Method: DFT, ωB97M-V with the def2-TZVPD basis set

```
5
Properties=species:S:1:pos:R:3:forces:R:3:lowdin_charge:R:1
H 0.50774 1.35165 -0.37179 -0.197 0.100 0.393 0.06
N -0.10239 0.94954 0.34174 0.226 1.793 -0.073 0.12
C -0.18316 -0.26363 0.17379 1.369 1.500 -1.325 -1.00
F -0.90610 -0.97265 0.92152 -1.492 -2.306 1.399 0.11
Cl 0.68391 -1.06490 -1.06526 0.094 -1.088 -0.394 0.71
```
Forces are in eV/Å.

Summary:
Highest occupied orbital energy: -11.184 eV
Strongest force on any atom: 0.060 Eh/bohr
Calculated total energy: -17782.703 eV
SMILES string: [H]/N=C(/F)Cl
Energy relative to the best compared isomer or geometry (same formula, charge and spin): 0.0 kcal/mol

---

Molecular formula: CHClN2O
Method: DFT, ωB97M-V with the def2-TZVPD basis set

```
6
Properties=species:S:1:pos:R:3:forces:R:3:lowdin_charge:R:1
C 0.75709 -0.71413 0.44106 -1.325 0.420 0.778 -0.65
N 2.98172 2.61123 0.27938 -1.681 -0.442 -2.628 0.01
N 2.39166 2.45056 -0.64783 1.688 0.566 2.634 0.00
O 0.73878 -1.77906 1.20277 -2.312 0.627 1.139 -0.12
Cl 2.05352 -0.74537 -0.62569 1.014 -0.544 -0.515 0.60
H -0.13824 -1.63037 1.75639 2.616 -0.627 -1.408 0.16
```
Forces are in eV/Å.

Summary:
Highest occupied orbital energy: -9.303 eV
Strongest force on any atom: 0.062 Eh/bohr
Calculated total energy: -18601.724 eV
Energy relative to the best compared isomer or geometry (same formula, charge and spin): 5.3 kcal/mol

---

Molecular formula: CHClN3O
Method: DFT, ωB97M-V with the def2-TZVPD basis set

```
7
Properties=species:S:1:pos:R:3:forces:R:3:lowdin_charge:R:1
C -0.08778 0.09041 0.12570 -5.302 -3.868 8.993 -0.23
N -0.52987 2.31025 -0.59668 -0.258 0.491 -0.040 0.48
N -0.32006 1.27627 -0.27952 0.277 3.015 -1.736 0.09
N 0.66256 -0.90155 -0.20234 -1.334 2.174 -0.334 -0.29
O -1.28948 0.24021 1.53062 4.651 -0.676 -5.454 -0.10
Cl 0.47162 -2.44211 0.47463 0.400 0.741 -0.490 0.90
H 1.09300 -0.57349 -1.05241 1.566 -1.878 -0.939 0.16
```
Forces are in eV/Å.

Summary:
Total charge: +1
Highest occupied orbital energy (alpha / beta): -15.542 / -15.496 eV
Strongest force on any atom: 0.217 Eh/bohr
Calculated total energy: -20076.327 eV
Energy relative to the best compared isomer or geometry (same formula, charge and spin): 174.4 kcal/mol

---

Molecular formula: CHClN4
Method: DFT, ωB97M-V with the def2-TZVPD basis set

```
7
Properties=species:S:1:pos:R:3:forces:R:3:lowdin_charge:R:1
C -0.19490 0.75086 0.19968 -1.176 -0.443 -0.540 -0.30
N 1.05623 0.24723 0.43557 0.997 3.212 1.429 0.04
N -0.97463 -0.08540 -0.35234 0.066 -0.627 -0.238 -0.48
N 1.30029 -0.88172 0.12055 0.533 -2.150 -0.458 -0.21
N 1.66652 -1.90582 -0.09765 0.148 -0.798 -0.290 0.26
Cl -2.56948 0.09420 -0.84434 -0.077 0.878 0.312 0.56
H -0.28404 1.78065 0.53853 -0.489 -0.072 -0.216 0.12
```
Forces are in eV/Å.

Summary:
Highest occupied orbital energy: -9.648 eV
Strongest force on any atom: 0.071 Eh/bohr
Calculated total energy: -19532.477 eV
Energy relative to the best compared isomer or geometry (same formula, charge and spin): 10.8 kcal/mol

---

Molecular formula: CHClN4OP
Method: DFT, ωB97M-V with the def2-TZVPD basis set

```
9
Properties=species:S:1:pos:R:3:forces:R:3:lowdin_charge:R:1
C -1.70983 1.84992 -0.08022 0.263 -0.142 -0.100 -0.80
N -3.42612 0.85935 -0.73457 -1.909 -1.149 -2.046 -0.12
N -2.64574 0.88709 0.22670 1.398 0.743 2.365 -0.06
N -1.98193 2.35602 -1.31125 -0.136 -0.438 -0.594 -0.05
N -3.03916 1.71708 -1.72107 0.569 1.029 0.471 -0.08
O 1.70068 -0.18919 0.87440 -0.515 0.419 -0.040 -0.55
P -0.42606 2.23975 1.00099 0.275 -1.510 0.336 0.64
Cl 0.84748 3.11867 -0.21930 0.415 0.716 -0.461 0.19
H 2.65163 -0.12789 1.06059 -0.361 0.332 0.069 -0.17
```
Forces are in eV/Å.

Summary:
Total charge: -1
Highest occupied orbital energy (alpha / beta): -3.989 / -3.994 eV
Strongest force on any atom: 0.059 Eh/bohr
Calculated total energy: -30869.840 eV
Energy relative to the best compared isomer or geometry (same formula, charge and spin): 102.2 kcal/mol

---

Molecular formula: CHClNO2S
Method: DFT, ωB97M-V with the def2-TZVPD basis set

```
7
Properties=species:S:1:pos:R:3:forces:R:3:lowdin_charge:R:1
O 1.99204 -1.10874 0.64573 -0.104 0.227 -0.175 0.04
C 1.06872 -0.46590 0.19351 1.124 0.813 0.735 -0.78
O 1.06429 0.88666 0.30642 0.070 -0.065 -0.038 0.00
N 0.01947 -1.06508 -0.44708 -2.605 -0.288 -0.484 -0.39
S -1.22965 -0.14900 -0.93089 0.708 -0.268 -0.113 0.51
Cl -3.16597 0.71101 0.38922 0.707 -0.432 -0.115 -0.38
H 0.25110 1.19104 -0.15690 0.102 0.012 0.189 0.00
```
Forces are in eV/Å.

Summary:
Total charge: -1
Highest occupied orbital energy: -4.658 eV
Strongest force on any atom: 0.052 Eh/bohr
Calculated total energy: -29997.652 eV
SMILES string: [O-]/C(O)=N/SCl
Energy relative to the best compared isomer or geometry (same formula, charge and spin): 0.0 kcal/mol

---

Molecular formula: CHClO3
Method: DFT, ωB97M-V with the def2-TZVPD basis set

```
6
Properties=species:S:1:pos:R:3:forces:R:3:lowdin_charge:R:1
C 0.92623 0.97325 -0.12691 -2.029 2.112 -1.368 -0.76
O 1.14026 1.95218 -0.72672 -0.059 0.026 0.053 0.05
O -1.58652 -1.15527 -0.22454 1.073 -0.836 0.642 -0.07
O -1.45840 0.07686 0.24233 0.180 0.035 0.141 -0.12
Cl 1.94860 -0.12230 0.49655 1.871 -2.164 1.242 0.76
H -0.97018 -1.72471 0.33929 -1.036 0.828 -0.710 0.13
```
Forces are in eV/Å.

Summary:
Highest occupied orbital energy (alpha / beta): -8.829 / -10.988 eV
Strongest force on any atom: 0.063 Eh/bohr
Calculated total energy: -19712.082 eV
Energy relative to the best compared isomer or geometry (same formula, charge and spin): 113.2 kcal/mol

---

Molecular formula: CHClOS
Method: DFT, ωB97M-V with the def2-TZVPD basis set

```
5
Properties=species:S:1:pos:R:3:forces:R:3:lowdin_charge:R:1
C 0.31356 0.33072 0.05514 2.985 0.985 4.641 -0.98
O -0.90871 -1.92217 -0.18205 0.211 1.783 -0.972 -0.58
S -0.75109 -0.52826 -0.73317 -0.837 -3.283 0.697 0.84
Cl 0.26958 1.99547 -0.37301 0.378 0.332 -0.136 0.52
H 1.07666 0.12423 1.23309 -2.737 0.183 -4.230 0.20
```
Forces are in eV/Å.

Summary:
Highest occupied orbital energy: -9.700 eV
Strongest force on any atom: 0.109 Eh/bohr
Calculated total energy: -26455.419 eV
Energy relative to the best compared isomer or geometry (same formula, charge and spin): 30.0 kcal/mol

---

Molecular formula: CHCsMgO
Method: DFT, ωB97M-V with the def2-TZVPD basis set

```
5
Properties=species:S:1:pos:R:3:forces:R:3:lowdin_charge:R:1
H 1.10184 -0.52924 -1.11315 -0.349 0.633 -0.083 -0.05
Mg 2.01268 1.42689 0.93553 -0.196 -0.023 -0.199 0.18
O -0.65565 0.26896 -0.55348 -0.462 -0.156 0.002 -0.39
C 0.52904 0.50246 -0.82421 0.434 -0.872 0.660 -0.50
Cs -2.98792 -1.66907 1.55531 0.573 0.419 -0.380 0.76
```
Forces are in eV/Å.

Summary:
Highest occupied orbital energy: -4.208 eV
Strongest force on any atom: 0.023 Eh/bohr
Calculated total energy: -9089.052 eV